{"formula": "C3H12N2OS2", "method": "ωB97M-V/def2-TZVPD", "orbital_gap_ev": [7.1, 4.2], "lumo_energy_ev": [-5.447, -8.689], "charge": 1, "relative_energy_kj_mol": 164.08, "largest_force_ha_per_bohr": 0.0639, "spin_multiplicity": 2, "elements": ["S", "S", "C", "C", "C", "N", "N", "H", "H", "H", "H", "H", "H", "H", "H", "H", "H", "H", "H", "O"], "positions_angstrom": [[1.416, 2.292, -0.493], [-1.701, -1.232, -2.532], [-1.518, 0.050, -1.276], [-1.175, -0.696, 0.038], [-0.992, 0.337, 1.180], [-0.557, -0.394, 2.357], [0.019, -1.558, -0.044], [2.513, 3.126, -0.632], [-2.593, 0.517, -1.214], [-0.804, 0.854, -1.502], [-2.039, -1.321, 0.286], [-1.916, 0.842, 1.421], [-0.146, 0.962, 0.822], [0.243, -1.001, 2.141], [-0.312, 0.170, 3.174], [0.915, -1.061, 0.035], [0.050, -1.837, -1.037], [3.483, -0.255, -1.301], [2.369, 0.564, -0.734], [2.743, -0.360, -0.689]], "forces_ev_per_a": [[0.6, 1.4, 0.0], [0.0, 0.6, -0.4], [-1.9, -0.3, 0.5], [0.4, 0.6, -0.3], [-0.7, -2.4, 0.5], [2.4, 2.0, -1.1], [-0.3, 0.6, -0.6], [-0.8, -0.5, 0.1], [1.9, -0.6, 0.0], [-0.2, -0.3, -0.3], [0.1, 0.0, 0.1], [0.1, 0.7, -0.1], [-0.2, 0.2, 0.6], [-0.6, -0.7, 0.0], [-1.0, -0.3, 0.5], [-0.2, 0.1, 0.1], [0.0, -0.6, 0.7], [0.1, -0.5, 0.1], [0.4, -1.3, 0.0], [-0.2, 1.2, -0.2]]}